Record 1
Molecular formula: C21H17BBrF6MoN6O6S3
Method: DFT, the ωB97M-V functional and the def2-TZVPD basis

The geometry in XYZ format:
```
62
Properties=species:S:1:pos:R:3:forces:R:3
Mo -0.5998 0.4376 -0.0694 0.7 -0.2 1.0
C -1.3984 -2.8740 2.8911 0.0 0.0 0.0
C -1.1119 -2.1093 1.6360 0.2 0.3 -0.2
N -0.5427 -0.9420 1.6318 -0.3 -0.5 0.0
N -0.2331 -0.4696 2.9051 0.1 0.1 0.0
C 0.4795 0.6012 2.9375 0.1 -0.1 0.1
N 0.7249 1.2320 4.1010 0.0 -0.1 0.0
S 1.2941 1.1277 1.4355 -0.2 0.0 -0.1
C -1.5149 -2.7633 0.3568 0.0 0.1 0.2
C -1.4555 -4.1433 0.2191 0.0 0.0 0.1
C -1.9386 -4.7642 -0.9158 0.0 0.0 0.0
C -2.5094 -3.9937 -1.9158 0.0 0.0 0.0
C -2.5485 -2.6301 -1.7665 0.0 0.0 0.0
N -2.0462 -2.0498 -0.6639 0.1 0.0 0.0
H -1.5843 -2.1859 3.7097 0.0 0.0 0.0
H -0.5286 -3.4771 3.1658 0.0 0.0 0.0
H -2.2536 -3.5322 2.7588 0.0 0.0 0.0
H 0.3465 0.7948 4.9291 0.0 0.0 0.0
H 1.5761 1.7584 4.2149 0.0 0.0 0.0
H -1.0215 -4.7242 1.0197 0.0 0.0 0.0
H -1.8782 -5.8387 -1.0157 0.0 0.0 0.0
H -2.9161 -4.4364 -2.8132 0.0 0.0 0.0
H -2.9552 -1.9336 -2.4840 0.0 0.0 0.0
F 1.3008 3.3251 -3.6634 0.0 0.0 0.0
C 0.0628 3.1506 -3.2205 0.1 -0.1 -0.1
F -0.6780 2.5928 -4.1528 0.0 0.0 0.0
F -0.4678 4.3154 -2.8935 0.0 0.0 0.0
S 0.1044 2.0675 -1.6533 0.1 0.6 0.0
O 0.8349 3.4061 -0.9412 -0.2 0.1 0.2
O 0.5677 0.7927 -2.9023 -0.3 -0.3 -0.1
N -1.5112 1.9920 -1.5098 0.0 0.2 -0.3
S -2.1806 2.0010 0.0395 -0.1 0.0 -0.1
O -2.1759 -0.7320 -0.5883 -0.6 -0.1 -0.1
O -3.6044 1.7590 -0.0059 0.0 0.0 -0.1
C -2.1916 3.8456 0.4341 0.0 0.0 0.1
F -1.0110 4.2693 0.8785 0.0 0.0 0.0
F -2.5337 4.5370 -0.6366 0.0 0.0 0.0
F -3.0879 4.0358 1.3948 0.0 0.0 0.0
Br 3.7506 6.7927 1.0591 0.0 0.0 0.0
C 2.7213 5.2181 1.0605 0.0 0.0 0.0
C 2.7594 4.3799 0.0240 0.0 0.0 0.0
C 1.9067 3.1584 0.0060 0.0 0.0 -0.1
N 1.4322 2.8234 1.3280 0.1 0.0 0.1
C 1.3271 3.7583 2.3455 -0.1 0.0 0.0
C 1.9166 4.9525 2.2325 0.0 0.0 0.0
H 3.3719 4.5603 -0.8473 0.0 0.0 0.0
H 2.4751 2.3028 -0.3811 0.0 0.0 0.0
H 0.6799 3.5072 3.1724 0.0 0.0 0.0
H 1.7818 5.7048 2.9933 0.0 0.0 0.0
O 0.3245 -1.6084 -3.1081 0.1 -0.1 0.0
B 0.6073 -0.4415 -2.3972 0.4 -0.2 -0.5
O 1.1371 -0.7899 -1.1059 -0.3 0.0 0.0
C 1.2781 -2.1710 -1.1356 0.0 0.0 0.0
C 1.8517 -2.9817 -0.1874 0.0 0.0 0.0
C 1.9353 -4.3383 -0.5068 0.0 0.0 0.0
C 1.4690 -4.8214 -1.7240 0.0 0.0 0.0
C 0.8917 -3.9793 -2.6757 0.0 0.0 0.0
C 0.8059 -2.6452 -2.3496 0.0 0.0 0.1
H 2.2440 -2.5824 0.7387 0.0 0.0 0.0
H 2.3980 -5.0198 0.1942 0.0 0.0 0.0
H 1.5727 -5.8745 -1.9493 0.0 0.0 0.0
H 0.5486 -4.3466 -3.6332 0.0 0.0 0.0
```
Positions in Å, forces in eV/Å.

## Properties
- HOMO (spin up / spin down): -10.35 / -10.35 eV
- E: -6050.8998 Eh
- E_LUMO (spin up / spin down): -4.148 / -4.148 eV
- Energy relative to the best compared isomer or geometry (same formula, charge and spin): 36.7 kcal/mol
- Spin multiplicity: 1
- Total charge: +1
- Frontier orbital gap (spin up / spin down): 6.201 / 6.202 eV

=====

Record 2
Molecular formula: C3H4N2O
Method: DFT, the ωB97M-V functional and the def2-TZVPD basis

The geometry in XYZ format:
```
10
Properties=species:S:1:pos:R:3:forces:R:3
O -1.1470 1.3852 -0.1128 0.8 -0.2 0.4
C -1.3944 0.1403 -0.2291 0.2 -0.2 0.0
N -0.4649 -0.7179 0.1176 -0.1 0.0 -0.2
C 0.7825 -0.1628 0.6022 0.0 0.3 0.2
C 1.7164 0.1744 -0.4293 0.5 0.3 -0.7
N 2.4491 0.5714 -1.2413 -0.6 -0.4 0.7
H -2.3477 -0.2218 -0.6198 0.2 0.3 0.2
H -0.6713 -1.7052 0.0973 0.0 0.0 -0.1
H -0.1338 1.3139 0.4126 -0.7 -0.5 -0.2
H 1.2110 -0.7776 1.4026 -0.3 0.5 -0.2
```
Positions in Å, forces in eV/Å.

## Properties
- HOMO: -8.45 eV
- E: -301.3891 Eh
- E_LUMO: 0.374 eV
- Energy relative to the best compared isomer or geometry (same formula, charge and spin): 61.6 kcal/mol
- Spin multiplicity: 1
- Frontier orbital gap: 8.820 eV

=====

Record 3
Molecular formula: C6H12N3
Method: DFT, the ωB97M-V functional and the def2-TZVPD basis

The geometry in XYZ format:
```
21
Properties=species:S:1:pos:R:3:forces:R:3
C 0.9792 -1.3880 0.6739 0.2 -2.3 -2.5
C -2.2554 -1.1649 -0.7983 3.1 1.0 0.1
C -2.0608 0.1046 -0.5887 1.6 -0.7 2.6
C 1.9865 -0.8671 -0.3484 1.7 2.6 3.0
C 0.4455 0.8813 -0.8019 0.7 -1.6 -0.5
C -0.4582 1.3634 1.3613 -1.0 -0.9 2.7
N -0.1343 -0.8541 0.9434 0.8 -0.6 0.3
N 1.8347 0.5915 -0.7016 0.3 -0.1 1.0
N -0.3148 0.3697 0.3462 -4.3 1.4 -1.5
H 1.0093 -2.4954 0.8660 0.4 1.2 0.6
H -3.2072 -1.4751 -1.0964 -1.2 -0.9 -0.7
H -1.2944 -1.7540 -0.7437 -1.7 -0.2 0.0
H -2.6796 0.9336 -0.3541 -0.1 0.9 0.0
H 3.0155 -1.0275 0.0898 -1.0 0.4 -0.3
H 2.0510 -1.4192 -1.2214 -0.5 -1.4 -1.8
H 0.1256 1.9178 -0.8960 0.5 -0.1 -0.3
H 0.0589 0.2521 -1.5776 0.0 0.2 -1.1
H -0.8361 2.2748 0.9821 -1.0 0.7 -0.4
H -1.0743 0.8535 2.1824 0.8 1.3 -1.0
H 0.5081 1.6473 1.7509 0.5 -0.3 0.3
H 2.3010 1.2558 -0.0679 0.0 -0.8 -0.3
```
Positions in Å, forces in eV/Å.

## Properties
- HOMO: -13.67 eV
- E: -399.6659 Eh
- E_LUMO: -4.338 eV
- Energy relative to the best compared isomer or geometry (same formula, charge and spin): 135.0 kcal/mol
- Spin multiplicity: 1
- Total charge: +1
- Frontier orbital gap: 9.331 eV

=====

Record 4
Molecular formula: CH7N3O
Method: DFT, the ωB97M-V functional and the def2-TZVPD basis

The geometry in XYZ format:
```
12
Properties=species:S:1:pos:R:3:forces:R:3
C 0.6548 1.1819 -0.2717 1.5 -0.1 0.6
N -0.4142 0.0131 0.3307 2.3 -1.2 0.6
N 0.7350 -1.3122 0.6945 -3.2 -0.3 -0.5
N -1.6103 -0.1477 -0.3795 0.7 -0.8 0.5
O 1.7962 0.8054 0.1602 0.1 1.2 -0.6
H -0.6179 0.2556 1.2983 -0.1 -0.1 -0.2
H 1.6964 -0.9670 0.7926 -0.7 1.2 -0.4
H 0.7147 -1.7862 -0.2111 0.0 0.1 0.1
H -1.4084 -0.4887 -1.3149 0.1 0.1 0.1
H -2.2380 -0.7918 0.0936 0.1 0.0 -0.1
H 0.2443 2.1095 0.1659 -0.4 0.0 -0.1
H 0.4476 1.1280 -1.3587 -0.2 -0.1 -0.1
```
Positions in Å, forces in eV/Å.

## Properties
- HOMO: -8.11 eV
- E: -281.6396 Eh
- E_LUMO: 0.636 eV
- Energy relative to the best compared isomer or geometry (same formula, charge and spin): 131.9 kcal/mol
- Spin multiplicity: 1
- Frontier orbital gap: 8.743 eV

=====

Record 5
Molecular formula: C3H2N2OS
Method: DFT, the ωB97M-V functional and the def2-TZVPD basis

The geometry in XYZ format:
```
9
Properties=species:S:1:pos:R:3:forces:R:3
C 2.1006 0.2189 -0.0082 -0.5 0.3 0.2
N 0.8312 0.3294 0.0571 0.3 -0.7 -0.4
S 0.0250 -1.1813 -0.0094 0.6 -0.5 0.1
C -1.6457 -0.7306 -0.0148 -1.0 -1.2 0.5
O -2.5424 -1.5671 0.0236 1.5 1.7 -0.3
C -1.8498 0.7157 0.0037 -0.9 -0.4 -0.1
N -2.2345 1.7914 -0.0091 0.1 0.7 0.0
H 2.6594 1.1479 -0.0302 0.1 0.0 0.1
H 2.6562 -0.7243 -0.0128 -0.1 0.1 -0.1
```
Positions in Å, forces in eV/Å.

## Properties
- HOMO: -10.28 eV
- E: -698.3914 Eh
- E_LUMO: -0.568 eV
- Energy relative to the best compared isomer or geometry (same formula, charge and spin): 31.2 kcal/mol
- Spin multiplicity: 1
- SMILES: C=NSC(=O)C#N
- Frontier orbital gap: 9.709 eV

=====

Record 6
Molecular formula: C8H14O4Si
Method: DFT, the ωB97M-V functional and the def2-TZVPD basis

The geometry in XYZ format:
```
27
Properties=species:S:1:pos:R:3:forces:R:3
C -1.1877 1.7717 -0.4211 0.0 -0.1 0.2
C -0.5231 1.3431 0.8787 2.0 -1.0 -1.4
C -0.0631 2.5396 1.6776 0.0 -0.1 0.1
Si 1.3842 0.1346 0.2991 -2.6 0.6 1.1
C 2.6243 1.2437 -0.7733 0.1 -0.1 0.2
O 2.7861 2.4297 -0.4297 -0.2 0.4 0.3
O 3.1662 0.6540 -1.7300 -0.1 -0.4 -0.3
C 1.6946 -0.6956 2.1040 0.2 0.2 -0.2
O 2.4101 -1.7195 2.1256 0.4 -0.4 -0.2
O 1.1002 -0.1928 3.0742 -0.3 0.4 0.2
C 0.7780 -1.3669 -0.7844 0.0 0.2 0.0
C -0.4714 -2.0189 -0.2040 0.0 0.2 0.0
C 1.9160 -2.3813 -0.8397 0.2 0.0 -0.1
H -0.4901 2.3746 -1.0001 0.1 0.1 -0.2
H -1.4642 0.9099 -1.0290 -0.1 -0.1 -0.1
H -2.0968 2.3724 -0.2586 -0.1 0.1 0.0
H -1.1807 0.7006 1.4648 0.1 -0.2 0.0
H 0.7359 3.0475 1.1441 0.1 0.2 -0.1
H 0.3240 2.2016 2.6335 0.1 0.0 0.2
H -0.8795 3.2593 1.8544 -0.1 0.1 0.0
H 0.5545 -1.0451 -1.8109 0.1 0.2 0.1
H -0.2884 -2.3015 0.8297 0.0 -0.1 0.2
H -1.3115 -1.3266 -0.2196 -0.2 0.0 0.1
H -0.7589 -2.9191 -0.7635 0.0 0.0 0.0
H 2.2029 -2.6505 0.1761 0.1 -0.1 0.0
H 2.7792 -1.9303 -1.3252 0.1 0.0 -0.1
H 1.6343 -3.2915 -1.3853 -0.1 0.0 -0.1
```
Positions in Å, forces in eV/Å.

## Properties
- HOMO: -0.33 eV
- E: -903.6974 Eh
- E_LUMO: 6.115 eV
- Energy relative to the best compared isomer or geometry (same formula, charge and spin): 0.0 kcal/mol
- Spin multiplicity: 1
- Total charge: -2
- SMILES: CC(C)[Si](C(=O)[O-])(C(=O)[O-])C(C)C
- Frontier orbital gap: 6.447 eV

=====

Question: E of number 6 (C8H14O4Si)?
Answer: -903.6974 Eh

=====

Question: Look up the E of the second one.
Answer: -301.3891 Eh

=====

Question: Look up the E of the third one.
Answer: -399.6659 Eh

=====

Please write out number 3 again, unchanged.
Molecular formula: C6H12N3
Method: DFT, the ωB97M-V functional and the def2-TZVPD basis

The geometry in XYZ format:
```
21
Properties=species:S:1:pos:R:3:forces:R:3
C 0.9792 -1.3880 0.6739 0.2 -2.3 -2.5
C -2.2554 -1.1649 -0.7983 3.1 1.0 0.1
C -2.0608 0.1046 -0.5887 1.6 -0.7 2.6
C 1.9865 -0.8671 -0.3484 1.7 2.6 3.0
C 0.4455 0.8813 -0.8019 0.7 -1.6 -0.5
C -0.4582 1.3634 1.3613 -1.0 -0.9 2.7
N -0.1343 -0.8541 0.9434 0.8 -0.6 0.3
N 1.8347 0.5915 -0.7016 0.3 -0.1 1.0
N -0.3148 0.3697 0.3462 -4.3 1.4 -1.5
H 1.0093 -2.4954 0.8660 0.4 1.2 0.6
H -3.2072 -1.4751 -1.0964 -1.2 -0.9 -0.7
H -1.2944 -1.7540 -0.7437 -1.7 -0.2 0.0
H -2.6796 0.9336 -0.3541 -0.1 0.9 0.0
H 3.0155 -1.0275 0.0898 -1.0 0.4 -0.3
H 2.0510 -1.4192 -1.2214 -0.5 -1.4 -1.8
H 0.1256 1.9178 -0.8960 0.5 -0.1 -0.3
H 0.0589 0.2521 -1.5776 0.0 0.2 -1.1
H -0.8361 2.2748 0.9821 -1.0 0.7 -0.4
H -1.0743 0.8535 2.1824 0.8 1.3 -1.0
H 0.5081 1.6473 1.7509 0.5 -0.3 0.3
H 2.3010 1.2558 -0.0679 0.0 -0.8 -0.3
```
Positions in Å, forces in eV/Å.

## Properties
- HOMO: -13.67 eV
- E: -399.6659 Eh
- E_LUMO: -4.338 eV
- Energy relative to the best compared isomer or geometry (same formula, charge and spin): 135.0 kcal/mol
- Spin multiplicity: 1
- Total charge: +1
- Frontier orbital gap: 9.331 eV